Below is 2 unconnected molecules or ions with the total composition C2H7N4 in a non-equilibrium geometry, with properties calculated with the ωB97M-V functional and the def2-TZVPD basis.

```
13
Properties=species:S:1:pos:R:3:lowdin_charge:R:1
C 0.469 1.129 -0.285 -0.567
C -0.834 -2.269 0.803 -0.184
N 0.439 0.074 0.530 0.208
N -0.706 -1.380 -0.164 0.214
N 0.933 2.224 0.323 0.203
N -0.042 1.147 -1.513 0.177
H -0.517 -2.036 1.781 0.078
H -0.165 -3.194 0.510 0.209
H -1.670 -3.049 0.874 0.164
H 0.981 2.111 1.330 0.131
H 1.160 3.102 -0.025 0.110
H -0.185 0.247 -1.966 0.109
H 0.139 1.895 -2.198 0.147
```

* E_tot: -8135.027 eV
* relative energy (zero: lowest compared OMol25 entry of this formula, charge and spin): 7.2194 eV
* maximum force: 4.19 eV Å⁻¹
* LUMO (alpha / beta): -0.26965 / -0.25866 Eh
* orbital gap (alpha / beta): 7.040 / 7.382 eV
* charge: +1

***

Below is a gas-phase ion, C2H7N4 (charge +1) in a non-equilibrium geometry, with properties calculated with the ωB97M-V functional and the def2-TZVPD basis.

```
13
Properties=species:S:1:pos:R:3:lowdin_charge:R:1
H 1.366 2.960 -0.354 0.071
N 1.405 1.984 -0.340 0.224
C 0.695 1.011 -0.141 -0.388
N 1.112 -0.247 0.158 0.080
C 0.125 -1.255 0.213 -0.101
N -1.124 -0.448 0.424 0.051
N -0.874 0.788 -0.258 0.095
H 2.053 -0.538 0.163 0.152
H -0.130 -1.744 -0.796 0.163
H 0.114 -2.080 0.948 0.156
H -1.793 -0.929 -0.183 0.184
H -1.578 -0.337 1.300 0.179
H -1.371 0.834 -1.134 0.134
```

* E_tot: -8138.616 eV
* relative energy (zero: lowest compared OMol25 entry of this formula, charge and spin): 3.6310 eV
* maximum force: 3.57 eV Å⁻¹
* SMILES: [H]/N=C1/NC[NH2+]N1
* LUMO: -0.13996 Eh
* orbital gap: 10.405 eV
* charge: +1